# 1
# C22H20N4O

A single C22H20N4O molecule at a distorted geometry (ωB97M-V/def2-TZVPD, OMol25).

Structure (XYZ):
```
47
C22H20N4O | OMol25 | ωB97M-V/def2-TZVPD
N 0.46640 0.24660 -0.45866
N 1.82987 0.54299 1.43589
O 3.89519 -2.41744 1.06744
C -1.64142 3.61709 0.99830
C -1.30914 2.37527 0.55789
C 0.81722 0.94093 0.62150
C 1.18352 -0.79358 -0.80904
C 2.51605 -0.53107 1.06870
C -3.80306 -3.66903 -2.90591
C 0.81368 5.58764 3.15776
C 1.88020 4.71449 3.04198
C -3.52761 -2.77248 -1.85888
C -2.70131 -4.15549 -3.60608
C -0.37700 5.34236 2.43005
C 1.70369 3.50103 2.32267
C -2.18866 -2.51247 -1.46452
C -1.37007 -3.83229 -3.29558
C -0.53097 4.15873 1.70867
C 0.47458 3.20871 1.69947
C 2.19441 -1.25826 -0.04206
C -1.09572 -3.07436 -2.16255
N 0.02006 2.11062 0.92996
N 0.69393 -1.44241 -1.88432
C -2.22375 1.39549 -0.07985
C 3.55547 -1.23627 1.85187
C 3.02213 -2.47380 -0.09365
C 0.33602 -2.86200 -1.69857
H -2.60908 4.09113 0.86655
H -4.82900 -3.94321 -3.14656
H 0.88340 6.51743 3.71633
H 2.86194 4.91104 3.48808
H -4.32265 -2.26512 -1.29453
H -2.88166 -4.81737 -4.43762
H -1.16705 6.07039 2.48504
H 2.52952 2.82365 2.18266
H -2.00117 -1.86239 -0.58821
H -0.59003 -4.25914 -3.91397
H -0.12170 -0.85422 -2.17049
H -1.93067 1.14306 -1.10127
H -3.22547 1.88128 -0.09118
H -2.27342 0.47289 0.48617
H 4.43584 -0.58040 2.03691
H 3.16808 -1.53644 2.82352
H 2.39647 -3.36858 -0.00870
H 3.60449 -2.44490 -1.00247
H 0.39517 -3.13498 -0.63760
H 1.04330 -3.55514 -2.22515
```

Properties
structure (SMILES)	Cc1cc2ccccc2n1-c1nc2c(c(NCc3ccccc3)n1)COC2
E	-1144.6015	hartree
relative energy (zero: lowest compared OMol25 entry of this formula, charge and spin)	0.721	eV
HOMO	-7.75	eV

***

# 2
# C22H20N4O2PbSSe3Te

A molecular structure, C22H20N4O2PbSSe3Te (ωB97M-V/def2-TZVPD, OMol25).

Structure (XYZ):
```
54
C22H20N4O2PbSSe3Te | OMol25 | ωB97M-V/def2-TZVPD
Pb 0.67351 -2.06748 0.01447
C 4.87840 -1.91911 1.88605
C 3.48712 -1.45037 1.53235
O 2.87097 -2.13683 0.66402
C 3.01080 -0.29696 2.16249
C 1.79429 0.38147 1.98712
C 1.64093 1.66805 2.76122
N 0.79013 -0.02612 1.21194
N -0.23750 0.90098 1.16692
C -1.31338 0.58475 0.56516
O -1.52901 -0.61777 -0.01909
C -2.40447 1.58597 0.46764
C -3.24076 1.59136 -0.64589
C -4.25921 2.52657 -0.75079
C -4.45436 3.45607 0.26158
C -3.62549 3.44964 1.37685
C -2.60336 2.51928 1.48133
H 5.06902 -2.88632 1.42854
H 5.61236 -1.20011 1.51732
H 4.99400 -1.99384 2.96771
H 3.69325 0.15288 2.86953
H 2.52251 1.84619 3.37073
H 1.49074 2.50854 2.08457
H 0.75739 1.61823 3.39815
H -3.07762 0.86524 -1.43399
H -4.90076 2.53183 -1.62285
H -5.25419 4.18087 0.18324
H -3.77941 4.16904 2.17115
H -1.94633 2.50100 2.34144
Se -0.29966 -3.47152 2.38112
Se -1.94600 -1.97596 2.91514
Te -3.17638 -1.71157 0.70087
Se -2.75181 -3.59431 -0.61985
S 0.69060 2.77591 -5.60277
C 0.81246 1.67353 -4.22333
C 0.96988 2.13288 -2.91893
C 1.05505 1.20861 -1.89680
N 1.00583 -0.11348 -2.09882
C 0.90250 -0.53868 -3.35274
C 0.80132 0.30548 -4.44833
C -0.36678 4.05921 -4.98097
C -0.11937 5.36714 -5.36426
C -0.99230 6.35603 -4.92902
N -2.04668 6.12690 -4.15256
C -2.26968 4.86014 -3.79764
C -1.47907 3.79468 -4.18819
H 1.00351 3.19140 -2.69874
H 1.15092 1.53670 -0.86607
H 0.85603 -1.61550 -3.49071
H 0.67726 -0.09580 -5.44531
H 0.73940 5.61491 -5.97429
H -0.82320 7.38957 -5.21099
H -3.13729 4.68855 -3.16895
H -1.72308 2.78754 -3.87889
```

Properties
E	-9283.2425	hartree
relative energy (zero: lowest compared OMol25 entry of this formula, charge and spin)	0.140	eV
HOMO	-7.42	eV

***

# 3
# C22H21AgBN12O2S

A molecular structure, C22H21AgBN12O2S (ωB97M-V/def2-TZVPD, OMol25).

Structure (XYZ):
```
60
C22H21AgBN12O2S | OMol25 | ωB97M-V/def2-TZVPD
Ag -0.06665 0.76776 -0.52655
C -0.31589 5.04378 0.04286
C -0.21934 3.93180 -0.79245
N -0.36174 2.82002 -0.08171
N -0.54764 3.17197 1.20164
C -0.52516 4.51284 1.29895
B -0.74047 2.15641 2.37802
N 0.57699 1.40022 2.66633
C 1.17282 0.98065 3.80382
C 2.21696 0.15091 3.46873
C 2.17196 0.08395 2.07040
N 1.18135 0.82586 1.60309
N -1.80684 1.11109 1.98263
C -2.81404 0.61523 2.71962
C -3.40701 -0.41379 2.02046
C -2.68099 -0.49574 0.83304
N -1.72787 0.42562 0.81971
N -1.19215 2.98905 3.56868
C -0.47867 3.56252 4.56916
C -1.31999 4.38866 5.27241
C -2.55328 4.26539 4.60794
N -2.46857 3.43880 3.58254
H -0.25882 6.08270 -0.22675
H -0.06864 3.87525 -1.85801
H -0.68077 4.99454 2.24855
H 0.79648 1.25144 4.77377
H 2.89036 -0.35294 4.13861
H 2.77295 -0.49977 1.39161
H -3.04645 1.04295 3.67742
H -4.24076 -1.01907 2.32636
H -2.77467 -1.17979 0.00793
H 0.57905 3.40171 4.67565
H -1.07638 4.99366 6.12757
H -3.49300 4.74430 4.83014
N -0.51599 -6.54247 -5.16233
C -0.27610 -5.58845 -4.18616
C -1.34066 -4.93834 -3.55531
C -1.10085 -4.02826 -2.54491
C 0.19877 -3.74680 -2.15385
C 1.26440 -4.38789 -2.76816
C 1.02991 -5.30353 -3.77474
S 0.47637 -2.59714 -0.84691
O -0.65521 -2.66595 0.03728
O 1.80050 -2.81437 -0.32447
N 0.38264 -1.10790 -1.52341
C 1.40627 -0.61979 -2.25974
N 1.42342 0.74001 -2.21058
C 2.39617 1.38535 -2.83624
C 3.34427 0.69823 -3.57170
C 3.22528 -0.68549 -3.59053
N 2.28312 -1.35426 -2.94417
H -1.40353 -6.48090 -5.63271
H 0.24984 -6.73989 -5.78465
H -2.35786 -5.16184 -3.85241
H -1.92755 -3.54072 -2.04586
H 2.27082 -4.16084 -2.44817
H 1.86192 -5.81204 -4.24653
H 2.40398 2.46499 -2.74387
H 4.13469 1.20773 -4.09983
H 3.93229 -1.28745 -4.15217
```

Properties
2S+1	2
⟨S²⟩	0.7535
E	-2228.5952	hartree
relative energy (zero: lowest compared OMol25 entry of this formula, charge and spin)	0.046	eV
HOMO (alpha / beta)	-8.15 / -8.18	eV